Record 1
Molecular formula: C7H16O2
Method: DFT, ωB97M-V with the def2-TZVPD basis set

The geometry in XYZ format:
```
25
C7H16O2, DFT ωB97M-V with the def2-TZVPD basis set
C 0.40765 1.26409 1.31506
C 1.58448 -0.77904 1.63855
C -1.03212 0.79373 1.53745
C 0.56885 2.72603 1.72044
O 1.34233 0.52667 2.08531
H 0.65839 1.15010 0.24537
H 0.72146 -1.43776 1.79004
H 1.85361 -0.79218 0.57473
H 2.42171 -1.15334 2.22563
H -1.27238 0.84118 2.59695
H -1.71688 1.43609 0.99032
H 0.32248 2.84099 2.77235
H -0.08634 3.35705 1.12652
H 1.59858 3.03897 1.57205
H -1.17007 -0.22821 1.19281
C -0.81346 -1.32175 -1.92513
C -1.81320 -2.12842 -2.73838
C 1.94320 -0.10872 -2.84155
O 2.34906 0.32171 -1.87848
H 0.04285 -1.04348 -2.54597
H -1.27022 -0.40960 -1.54667
H -0.44647 -1.90140 -1.08020
H -1.35284 -3.03814 -3.11651
H -2.66827 -2.40599 -2.12556
H -2.17241 -1.54859 -3.58513
```

## Properties
E_HOMO (eV): -9.69
Strongest force on any atom (eV/Å): 0.87
Net charge: 0
Frontier orbital gap (eV): 10.67
Total energy (Eh): -426.75484

Here are the Löwdin charges for atoms 1 to 5, given in e: number 1, C, carries -0.47; number 2, C, carries -0.11; number 3, C, carries -0.05; number 4, C, carries -0.04; number 5, O, carries -0.17


Record 2
Molecular formula: C36H48BrFKLiN3O12S2
Method: DFT, ωB97M-V with the def2-TZVPD basis set

The geometry in XYZ format:
```
105
C36H48BrFKLiN3O12S2, DFT ωB97M-V with the def2-TZVPD basis set
C 6.53867 -3.25016 0.71488
C 7.25465 -1.93381 0.32678
O 6.91685 -0.86709 1.20094
C 5.75951 -0.17788 0.75947
C 4.96699 0.29942 1.95711
O 3.89271 1.20934 1.51007
S 2.49181 0.56607 1.23000
F 2.09351 1.19183 -0.12953
C 2.64747 -1.13109 0.85165
C 1.29379 -1.87583 0.96222
N 1.39460 -2.69756 2.15738
H 5.99042 -3.04463 1.63751
H 5.78761 -3.48552 -0.03344
H 7.24277 -4.08209 0.84237
H 8.32915 -2.06971 0.40279
H 7.03486 -1.67605 -0.70658
H 5.18628 -0.85234 0.11997
H 6.02852 0.68392 0.14625
H 5.63870 0.91919 2.55009
H 4.62570 -0.49630 2.61273
H 3.34322 -1.66067 1.49964
H 2.99186 -1.22974 -0.17913
H 0.42640 -1.20874 0.91398
H 1.25771 -2.53551 0.10110
H 1.16523 -2.19330 3.00431
H 0.88808 -3.56145 2.07052
C 7.05987 5.32773 3.53019
C 6.42676 4.04563 3.06594
O 7.08192 3.10935 2.60870
N 5.08297 3.92874 3.15588
C 4.11034 4.88671 3.65581
H 8.13370 5.26768 3.39343
H 6.68075 6.16345 2.94530
H 6.85209 5.49364 4.58812
H 4.75915 3.04030 2.81855
H 3.56703 4.44875 4.49363
H 3.39818 5.13030 2.86676
H 4.59500 5.79838 3.98554
Br 2.79556 -4.93728 2.85472
O 7.76257 6.33097 0.73297
H 7.45536 5.42448 0.83952
H 8.72007 6.24857 0.68027
C -3.83352 1.28588 -2.95924
C -2.63529 0.58567 -2.86643
C -2.27174 -0.00484 -1.67241
C -3.09868 0.11253 -0.55700
C -4.29872 0.83969 -0.64642
C -4.66020 1.41085 -1.85445
C -5.19493 1.01862 0.54302
O -6.23219 1.63656 0.46300
C -4.74769 0.41418 1.82346
C -5.48859 0.56127 2.99565
C -5.05750 -0.03934 4.17210
C -3.88549 -0.80692 4.18970
C -3.17868 -0.92044 3.01825
C -3.58469 -0.32449 1.85903
C -2.72537 -0.53018 0.70206
O -1.69798 -1.25467 0.81056
H -4.12239 1.73641 -3.89911
H -1.99189 0.49909 -3.73078
H -1.34516 -0.55734 -1.59971
H -5.59110 1.95578 -1.92805
H -6.40035 1.14004 2.98220
H -5.63596 0.07885 5.07728
H -3.54809 -1.28705 5.09874
H -2.27454 -1.45292 2.85148
N -4.46641 -1.50610 -5.06296
C -5.68530 -1.05077 -4.77465
C -6.74472 -1.06642 -5.66951
C -6.52811 -1.58102 -6.93807
C -5.26734 -2.05811 -7.25551
C -4.27756 -1.99854 -6.28626
H -5.81022 -0.65585 -3.77175
H -7.71355 -0.68488 -5.37816
H -7.32631 -1.61217 -7.66879
H -5.05741 -2.46863 -8.23392
H -3.27693 -2.36509 -6.49301
C 1.53048 -1.51338 6.10770
C 1.61313 -0.49241 5.25377
C 2.60026 0.62518 5.42801
O 2.61736 1.49747 4.56489
C 3.46739 0.60915 6.57737
C 3.39171 -0.40952 7.45490
C 2.42000 -1.55107 7.26508
O 2.42113 -2.44341 8.08148
O 4.15235 -0.48464 8.52571
O 0.83911 -0.36998 4.16665
H 0.82676 -2.32537 5.98725
H 4.16195 1.42859 6.69857
H 3.90305 -1.30987 8.98802
H 1.12068 0.47081 3.75813
O -6.54849 -1.87999 1.13577
H -6.76097 -0.96063 0.93617
K 6.56554 -4.37017 2.75988
Li -1.71377 -2.94123 2.14379
C -6.70793 -1.47704 -12.17529
S -7.21056 -0.66531 -10.65514
O -7.80127 -1.70734 -9.77547
C -8.57177 0.25864 -11.37226
H -5.88096 -2.14442 -11.94328
H -7.54198 -2.05194 -12.57718
H -6.38086 -0.72670 -12.89478
H -9.28312 -0.43038 -11.82713
H -8.18463 0.95332 -12.11741
H -9.05843 0.81429 -10.57393
```

## Properties
E_HOMO (eV): -7.06
Strongest force on any atom (eV/Å): 5.90
Net charge: +1
Frontier orbital gap (eV): 2.76
Total energy (Eh): -6544.96288

Here are the Löwdin charges for atoms 1 to 5, given in e: number 1, C, carries -0.18; number 2, C, carries -0.21; number 3, O, carries -0.12; number 4, C, carries -0.18; number 5, C, carries -0.14


Record 3
Molecular formula: C7H10
Method: DFT, ωB97M-V with the def2-TZVPD basis set

The geometry in XYZ format:
```
17
C7H10, DFT ωB97M-V with the def2-TZVPD basis set
C 0.55110 -0.16462 -1.74889
C -0.86827 0.34228 -1.82993
C -0.19586 0.20141 -0.49937
C 0.58114 1.07891 0.49570
C 0.72365 -0.19208 1.35984
C -0.59150 -0.46830 1.98820
C -0.39181 -0.86492 0.54313
H 1.34107 0.52803 -2.03505
H 0.77705 -1.20757 -1.96275
H -1.06479 1.30775 -2.28618
H -1.61156 -0.41903 -2.06172
H 1.50482 1.51092 0.10273
H 0.00376 1.86120 1.00166
H 1.67670 -0.60572 1.67546
H -1.22005 0.34063 2.36080
H -0.59329 -1.35594 2.62131
H -0.62214 -1.89294 0.27505
```

## Properties
E_HOMO (eV): -8.92
Strongest force on any atom (eV/Å): 0.54
Net charge: 0
Frontier orbital gap (eV): 10.10
Total energy (Eh): -272.61238

Here are the Löwdin charges for atoms 1 to 5, given in e: number 1, C, carries -0.10; number 2, C, carries -0.07; number 3, C, carries -0.41; number 4, C, carries -0.06; number 5, C, carries -0.20


Record 4
Molecular formula: C18H28N2O2
Method: DFT, ωB97M-V with the def2-TZVPD basis set

The geometry in XYZ format:
```
50
C18H28N2O2, DFT ωB97M-V with the def2-TZVPD basis set
C -1.84307 3.06113 0.42311
C -0.81568 2.85511 -0.64996
C -0.09837 3.91527 -1.17512
C 0.86790 3.69450 -2.14285
C 1.14899 2.42354 -2.61037
C 0.41121 1.34929 -2.08830
C -0.55553 1.57336 -1.12062
H -1.12102 0.75332 -0.70332
O 0.69713 0.11441 -2.61231
C 0.09089 -1.01081 -2.04178
C 0.45229 -1.18942 -0.55835
O 1.46848 -0.75039 -0.07431
N -0.46580 -1.89749 0.13732
H -1.29903 -2.23417 -0.31886
C -0.34326 -2.16649 1.55574
C -1.41378 -1.41700 2.35017
C -1.28822 -1.75227 3.83254
N -1.43516 -3.18182 4.03543
C -1.48976 -3.52012 5.44040
H -2.32661 -2.99685 5.90069
H -1.65204 -4.59211 5.54297
H -0.56811 -3.25152 5.98067
C -0.37894 -3.90337 3.35009
C -0.46651 -3.66039 1.84653
H 0.32358 -4.21175 1.33499
H -1.43353 -4.01863 1.48718
H -0.50433 -4.96928 3.55626
H 0.62044 -3.59927 3.71288
H -2.07900 -1.24526 4.39111
H -0.31457 -1.38793 4.20927
H -1.30500 -0.34157 2.20250
H -2.40225 -1.72238 2.00037
H 0.65041 -1.80613 1.84196
H 0.49554 -1.86325 -2.59783
H -1.00089 -0.98757 -2.17679
C 2.18308 2.14961 -3.67540
C 1.50524 2.14304 -5.04934
H 1.05947 3.11461 -5.25472
H 0.72245 1.38948 -5.07857
H 2.23063 1.92105 -5.82914
C 3.34569 3.13954 -3.65845
H 3.75223 3.23411 -2.65439
H 3.03282 4.12181 -4.00512
H 4.13599 2.78870 -4.31891
H 2.58039 1.14766 -3.48661
H 1.41474 4.53813 -2.53349
H -0.28879 4.91983 -0.82628
H -2.72354 2.44688 0.24259
H -1.43031 2.77907 1.39236
H -2.14650 4.10379 0.47409
```

## Properties
E_HOMO (eV): -8.16
Strongest force on any atom (eV/Å): 0.40
Net charge: 0
Frontier orbital gap (eV): 8.81
Total energy (Eh): -962.69504

Here are the Löwdin charges for atoms 1 to 5, given in e: number 1, C, carries -0.05; number 2, C, carries -0.27; number 3, C, carries -0.05; number 4, C, carries -0.02; number 5, C, carries -0.13